1.
Below is a 2-piece molecular cluster, C7H18 overall in a non-equilibrium geometry, with properties calculated with wB97M-V/def2-TZVPD.

expectation value of S²: 0.75
LUMO level (alpha / beta): -2.77 / -10.06 eV
HOMO energy (alpha / beta): -14.74 / -14.68 eV
energy: -277.078155 Ha
energy relative to the best compared isomer or geometry (same formula, charge and spin): 0.837 eV

The geometry in ORCA input format:
```
! wB97M-V def2-TZVPD RIJCOSX def2/J DEFGRID3
* xyz 1 2
C -2.320 -1.554 -1.326
C -1.378 -1.302 -2.569
C -1.772 -1.052 -0.025
H -3.296 -1.169 -1.617
H -2.497 -2.634 -1.289
H -0.906 -2.229 -2.909
H -1.155 -1.813 0.460
H -0.485 -0.785 -2.226
H -1.961 -0.837 -3.351
H -1.153 -0.121 -0.130
H -2.572 -0.818 0.682
C 1.154 0.836 0.996
C 0.610 2.233 0.657
C 2.157 0.425 -0.058
C 1.532 0.517 2.422
H 0.333 0.018 0.734
H 1.475 2.876 0.831
H 3.191 0.794 0.028
H 2.419 -0.651 -0.088
H 1.758 0.585 -1.059
H 1.148 -0.451 2.756
H 2.627 0.403 2.493
H 1.327 1.372 3.064
H -0.385 2.418 1.057
H 0.412 2.240 -0.417
*
```


2.
Below is C25H41IrN3P2 as an isolated structure in a non-equilibrium geometry, with properties calculated with wB97M-V/def2-TZVPD.

expectation value of S²: 8.79
LUMO level (alpha / beta): -6.25 / -8.92 eV
HOMO energy (alpha / beta): -12.94 / -14.00 eV
energy: -1927.511894 Ha
energy relative to the best compared isomer or geometry (same formula, charge and spin): 2.590 eV

The geometry in ORCA input format:
```
! wB97M-V def2-TZVPD RIJCOSX def2/J DEFGRID3
* xyz 2 6
Ir 1.425 -1.768 1.454
C -0.978 -1.078 3.146
C -0.469 -2.081 2.146
C 0.883 -2.052 4.143
C -0.127 -1.063 4.234
C 0.585 -2.817 2.934
C -2.251 -0.301 3.042
H -2.582 -0.168 2.000
H -2.090 0.690 3.522
H -3.079 -0.769 3.618
C -0.214 -0.063 5.352
H -1.038 0.651 5.193
H 0.697 0.553 5.315
H -0.315 -0.485 6.371
C 2.165 -2.124 4.890
H 2.037 -2.722 5.820
H 2.503 -1.075 5.118
H 2.921 -2.583 4.211
C 1.036 -4.155 2.569
H 0.221 -4.876 2.424
H 1.765 -4.559 3.303
H 1.499 -4.007 1.567
C -1.394 -2.780 1.233
H -1.649 -3.701 1.781
H -1.002 -3.006 0.219
H -2.315 -2.166 1.163
C -1.990 2.977 0.240
C -2.925 1.989 0.193
C -2.826 0.708 -0.508
C -1.992 0.713 -1.806
C -0.524 0.620 -1.558
C 0.524 1.572 -1.466
C 0.457 2.764 -0.590
C -1.000 3.380 -0.781
H -3.848 0.351 -0.769
H -2.298 1.473 -2.514
H -2.320 0.070 0.254
H -1.300 3.127 -1.797
H -2.013 3.691 1.080
H -3.774 2.121 0.848
H -0.770 4.453 -0.858
H 0.733 2.446 0.439
H 1.475 1.040 -1.279
H 1.220 3.494 -0.901
H -2.224 -0.267 -2.271
H -0.246 -0.349 -1.014
P -0.337 1.294 -3.677
C -0.368 3.036 -4.234
C -1.485 0.568 -4.899
P 1.625 -0.944 -2.736
C 1.294 0.566 -3.929
C 0.825 -2.137 -3.903
C 3.375 -0.935 -3.291
H 0.528 3.595 -3.939
H -1.280 3.540 -3.895
H -0.425 3.018 -5.330
H -1.245 1.016 -5.867
H -2.509 0.870 -4.657
H -1.390 -0.521 -4.969
H 3.461 -0.639 -4.346
H 3.765 -1.941 -3.119
H 3.895 -0.211 -2.651
H 2.002 1.381 -3.670
H 1.417 0.350 -5.007
H 1.343 -3.085 -3.758
H 0.887 -1.819 -4.949
H -0.220 -2.276 -3.609
N 2.192 -0.088 1.261
C 2.312 0.806 2.056
N 2.515 1.951 2.550
C 2.595 2.204 3.855
N 2.629 2.529 4.999
*
```


3.
Below is an isolated molecule of C2H6IN3S, with properties calculated with wB97M-V/def2-TZVPD.

LUMO level (alpha / beta): -0.71 / -0.71 eV
HOMO energy (alpha / beta): -8.02 / -8.02 eV
energy: -939.778461 Ha
energy relative to the best compared isomer or geometry (same formula, charge and spin): 4.681 eV

The geometry in ORCA input format:
```
! wB97M-V def2-TZVPD RIJCOSX def2/J DEFGRID3
* xyz 0 1
C -1.648 -0.278 0.703
C 0.432 -0.194 -1.030
N 1.810 1.517 -0.700
N 0.653 0.911 -0.402
N 2.262 -1.335 0.348
S -0.989 -1.116 -0.762
I 3.486 0.103 0.062
H -2.492 -0.862 1.052
H -1.953 0.726 0.426
H -0.862 -0.244 1.451
H 1.070 -0.580 -1.826
H 1.902 2.323 -0.077
H 2.326 -2.019 -0.404
*
```


4.
Below is C22H26F3MnN6O2SSe as an isolated structure, with properties calculated with wB97M-V/def2-TZVPD.

expectation value of S²: 6.27
LUMO level (alpha / beta): -1.21 / -1.26 eV
HOMO energy (alpha / beta): -7.60 / -7.77 eV
energy: -5583.214405 Ha
energy relative to the best compared isomer or geometry (same formula, charge and spin): 0.000 eV

The geometry in ORCA input format:
```
! wB97M-V def2-TZVPD RIJCOSX def2/J DEFGRID3
* xyz 0 5
Mn -0.201 -0.235 -0.106
C 1.972 1.670 4.905
C 2.228 0.218 4.524
N 2.716 0.075 3.161
C 1.953 -0.049 2.059
S 0.239 -0.272 2.221
N 2.648 0.012 0.926
N 1.883 -0.104 -0.188
C 2.424 0.038 -1.333
C 3.872 0.320 -1.562
C 1.493 0.000 -2.493
C 1.964 0.094 -3.792
C 1.065 0.101 -4.845
C -0.285 -0.004 -4.575
C -0.672 -0.110 -3.252
N 0.185 -0.099 -2.237
H 1.587 1.733 5.925
H 1.235 2.108 4.230
H 2.889 2.259 4.850
H 1.312 -0.360 4.609
H 2.969 -0.231 5.185
H 3.666 0.356 2.971
H 4.398 0.309 -0.616
H 3.983 1.304 -2.025
H 4.316 -0.422 -2.231
H 3.027 0.169 -3.967
H 1.417 0.186 -5.865
H -1.026 -0.002 -5.362
H -1.720 -0.213 -2.997
F -1.177 4.201 0.621
C -0.377 4.167 -0.447
F -1.110 4.585 -1.499
F 0.595 5.057 -0.254
C 0.187 2.755 -0.756
O 1.128 2.700 -1.520
O -0.459 1.819 -0.168
Se -3.125 1.113 -0.679
N -2.279 -0.181 0.222
C -3.202 -0.854 0.878
C -2.948 -1.853 1.874
C -4.003 -2.468 2.448
C -5.366 -2.146 2.105
C -5.655 -1.167 1.225
C -4.568 -0.470 0.598
N -4.717 0.539 -0.233
H -1.934 -2.055 2.188
H -3.818 -3.215 3.210
H -6.172 -2.683 2.589
H -6.670 -0.879 0.991
C 0.917 -3.660 1.167
C -0.279 -3.505 0.232
C -0.396 -4.748 -0.661
C -0.171 -2.282 -0.674
H 0.787 -4.520 1.829
H 1.065 -2.772 1.780
H 1.828 -3.825 0.581
H -1.194 -3.457 0.820
H 0.494 -4.849 -1.291
H -1.269 -4.691 -1.317
H -0.485 -5.654 -0.056
H -1.005 -2.275 -1.382
H 0.753 -2.373 -1.249
*
```


5.
Below is an isolated molecule of C2H4N4O2S2 in a non-equilibrium geometry, with properties calculated with wB97M-V/def2-TZVPD.

LUMO level: -0.86 eV
HOMO energy: -9.17 eV
structure (SMILES): [H]/N=C(/N)N(C(=S)S)[N+](=O)[O-]
energy: -1244.339124 Ha
energy relative to the best compared isomer or geometry (same formula, charge and spin): 3.640 eV

The geometry in ORCA input format:
```
! wB97M-V def2-TZVPD RIJCOSX def2/J DEFGRID3
* xyz 0 1
H 0.139 -2.295 -0.529
N 0.175 -2.099 0.467
C 0.341 -0.872 0.696
N 0.773 -0.457 1.890
N 0.133 0.116 -0.314
C -1.157 0.662 -0.529
S -2.360 0.171 0.475
S -1.514 1.591 -1.966
N 1.229 0.528 -1.075
O 2.307 0.187 -0.690
O 0.988 1.237 -2.007
H 0.951 -1.272 2.496
H 0.411 0.418 2.328
H -2.417 2.087 -1.242
*
```


6.
Below is C43H44BrFeGeIN2O6S3 as an isolated structure in a non-equilibrium geometry, with properties calculated with wB97M-V/def2-TZVPD.

expectation value of S²: 6.01
LUMO level (alpha / beta): 0.15 / 0.09 eV
HOMO energy (alpha / beta): -6.86 / -6.88 eV
energy: -9632.802357 Ha
energy relative to the best compared isomer or geometry (same formula, charge and spin): 0.528 eV

The geometry in ORCA input format:
```
! wB97M-V def2-TZVPD RIJCOSX def2/J DEFGRID3
* xyz 0 5
Fe 1.818 -0.532 0.751
C 4.722 -0.655 2.497
C 4.300 0.809 2.351
O 2.907 0.995 2.496
C 2.406 0.921 3.828
C 1.156 0.037 3.862
O 1.516 -1.176 3.232
C 0.503 -2.168 3.157
C 1.206 -3.383 2.565
O 1.716 -2.990 1.301
C 2.988 -3.493 0.969
C 4.105 -2.811 1.763
O 4.027 -1.418 1.534
H 4.473 -1.034 3.501
H 5.810 -0.741 2.352
H 4.516 1.126 1.328
H 4.854 1.430 3.068
H 2.156 1.933 4.164
H 3.172 0.507 4.488
H 0.331 0.517 3.325
H 0.852 -0.149 4.903
H -0.301 -1.860 2.479
H 0.095 -2.386 4.151
H 0.503 -4.212 2.430
H 2.016 -3.694 3.232
H 3.113 -3.267 -0.091
H 3.027 -4.576 1.137
H 5.083 -3.209 1.454
H 3.981 -3.012 2.839
O 0.953 -1.691 -0.975
C -0.242 -1.437 -0.715
O -0.577 -0.962 0.409
C -1.294 -1.677 -1.765
C -2.494 -0.783 -1.548
Ge -3.274 -0.880 0.304
C -5.209 -1.164 -0.123
C -5.500 -2.319 -0.842
C -6.796 -2.638 -1.202
C -7.832 -1.794 -0.842
C -7.565 -0.644 -0.121
C -6.261 -0.338 0.239
C -3.047 0.771 1.387
C -2.293 0.740 2.553
C -2.157 1.861 3.350
C -2.789 3.041 2.994
C -3.539 3.090 1.832
C -3.659 1.967 1.031
C -2.932 -2.427 1.507
C -3.346 -2.308 2.830
C -3.148 -3.328 3.742
C -2.539 -4.506 3.338
C -2.151 -4.652 2.017
C -2.349 -3.621 1.113
H -1.567 -2.732 -1.715
H -0.844 -1.517 -2.747
H -3.261 -1.030 -2.282
H -2.204 0.258 -1.714
H -4.688 -2.981 -1.120
H -7.007 -3.542 -1.758
H -8.849 -2.035 -1.119
H -8.375 0.013 0.166
H -6.058 0.556 0.812
H -1.803 -0.183 2.834
H -1.561 1.821 4.252
H -2.693 3.917 3.617
H -4.037 4.004 1.544
H -4.231 2.018 0.114
H -3.837 -1.399 3.150
H -3.477 -3.202 4.766
H -2.390 -5.310 4.046
H -1.701 -5.578 1.680
H -2.044 -3.763 0.087
Br 0.901 4.366 2.585
C 1.629 4.551 0.851
C 2.348 5.694 0.543
C 2.899 5.842 -0.718
C 2.739 4.836 -1.657
C 2.023 3.694 -1.345
C 1.455 3.542 -0.086
I 0.287 1.815 0.346
H 2.456 6.460 1.294
H 3.455 6.736 -0.957
H 3.168 4.946 -2.639
H 1.926 2.907 -2.076
S 0.734 -0.918 -6.103
C 1.674 -0.317 -4.889
S 1.752 -1.067 -3.310
C 2.711 0.338 -2.753
N 2.906 1.202 -3.690
N 2.381 0.839 -4.879
C 2.648 1.661 -5.988
C 2.754 1.135 -7.272
C 3.010 1.981 -8.335
C 3.188 3.338 -8.127
C 3.128 3.850 -6.841
C 2.862 3.019 -5.770
S 3.349 0.472 -1.197
H 2.643 0.076 -7.430
H 3.080 1.577 -9.333
H 3.384 3.990 -8.966
H 3.295 4.907 -6.687
H 2.826 3.398 -4.761
*
```


7.
Below is an isolated molecule of C4H9N3 in a non-equilibrium geometry, with properties calculated with wB97M-V/def2-TZVPD.

LUMO level: 0.83 eV
HOMO energy: -9.22 eV
structure (SMILES): [H]/N=C\N(/C=N\[H])CC
energy: -322.049689 Ha
energy relative to the best compared isomer or geometry (same formula, charge and spin): 1.107 eV

The geometry in ORCA input format:
```
! wB97M-V def2-TZVPD RIJCOSX def2/J DEFGRID3
* xyz 0 1
H 0.572 -2.131 -1.448
N 1.481 -1.668 -1.289
C 1.262 -0.495 -0.798
N 0.045 0.106 -0.493
C -1.212 -0.306 -0.941
N -1.533 -1.117 -1.884
H -0.725 -1.415 -2.463
C 0.057 1.157 0.540
C -0.041 0.589 1.976
H 2.135 0.167 -0.515
H -2.041 0.173 -0.378
H 0.952 1.757 0.405
H -0.767 1.827 0.316
H -0.996 0.068 2.088
H 0.780 -0.136 2.190
H 0.030 1.424 2.694
*
```


8.
Below is C43H48CrN8O5PS as an isolated structure in a non-equilibrium geometry, with properties calculated with wB97M-V/def2-TZVPD.

expectation value of S²: 6.03
LUMO level (alpha / beta): 1.68 / 1.67 eV
HOMO energy (alpha / beta): -4.63 / -4.87 eV
energy: -4265.588975 Ha
energy relative to the best compared isomer or geometry (same formula, charge and spin): 0.137 eV

The geometry in ORCA input format:
```
! wB97M-V def2-TZVPD RIJCOSX def2/J DEFGRID3
* xyz -1 5
Cr 0.968 -0.606 0.704
C -4.247 -0.850 -1.550
N -3.051 -1.678 -1.568
C -3.181 -3.027 -2.130
C -1.955 -1.252 -0.698
C -1.762 -2.052 0.574
C -2.722 -2.954 1.092
C -2.410 -3.817 2.193
C -1.175 -3.686 2.790
C -0.224 -2.766 2.336
C -0.595 -1.862 1.326
H -5.010 -1.215 -0.840
H -4.696 -0.769 -2.579
H -3.978 0.160 -1.270
H -4.098 -3.478 -1.724
H -2.326 -3.647 -1.767
H -3.325 -3.002 -3.198
H -2.121 -0.194 -0.525
H -1.021 -1.269 -1.296
H -3.638 -3.047 0.499
H -3.155 -4.522 2.615
H -0.980 -4.295 3.708
H 0.724 -2.669 2.851
O 3.575 -0.943 3.854
C 2.814 -0.184 3.250
O 1.903 -0.675 2.421
C 2.734 1.349 3.528
C 3.672 1.835 4.460
C 3.723 3.145 4.847
C 2.705 3.963 4.365
C 1.708 3.508 3.491
C 1.712 2.184 3.020
P 0.383 1.801 1.841
C -1.105 2.005 2.842
C -2.212 1.201 2.460
C -3.231 0.913 3.339
C -3.177 1.433 4.642
C -2.114 2.344 4.989
C -1.158 2.655 4.086
C 0.323 3.233 0.690
C 1.554 3.666 0.126
C 1.549 4.473 -0.974
C 0.357 5.185 -1.238
C -0.796 4.949 -0.481
C -0.825 3.987 0.528
H 4.370 1.099 4.844
H 4.440 3.583 5.533
H 2.773 5.050 4.532
H 0.967 4.219 3.065
H -2.229 0.893 1.419
H -4.061 0.275 3.054
H -3.911 1.102 5.405
H -2.159 2.786 6.015
H -0.456 3.454 4.362
H 2.495 3.384 0.616
H 2.443 4.546 -1.564
H 0.343 5.999 -1.973
H -1.692 5.537 -0.668
H -1.686 3.947 1.145
N -2.060 0.251 -4.201
C -2.417 1.564 -4.029
C -2.955 2.113 -2.816
C -3.253 3.471 -2.683
C -2.844 4.310 -3.712
C -2.153 3.834 -4.884
C -1.979 2.476 -5.000
S -2.958 6.113 -3.618
O -4.218 6.434 -4.238
O -3.079 6.438 -2.179
O -1.797 6.682 -4.401
H -2.399 -0.406 -3.521
H -1.998 -0.106 -5.131
H -3.045 1.512 -1.899
H -3.771 3.861 -1.813
H -1.902 4.518 -5.655
H -1.466 2.090 -5.908
C 3.517 0.883 -3.876
N 3.344 0.781 -2.428
C 4.238 1.113 -1.472
C 3.632 0.851 -0.261
N 2.311 0.443 -0.481
C 2.224 0.307 -1.808
H 4.580 1.025 -4.047
H 2.886 1.653 -4.252
H 3.143 -0.083 -4.314
H 5.172 1.620 -1.742
H 4.009 1.101 0.728
H 1.417 -0.106 -2.363
C 1.959 -7.227 -1.511
C 2.411 -7.030 -0.037
C 1.161 -7.118 0.891
C 3.283 -5.773 0.184
N 2.660 -4.447 -0.018
C 2.526 -3.376 0.831
N 2.016 -2.341 0.151
N 1.905 -2.802 -1.167
N 2.235 -4.050 -1.237
H 0.954 -7.695 -1.564
H 2.662 -7.795 -2.144
H 1.879 -6.230 -2.000
H 3.123 -7.803 0.275
H 0.254 -6.583 0.492
H 1.351 -6.754 1.882
H 0.867 -8.144 1.012
H 4.146 -5.865 -0.516
H 3.737 -5.796 1.212
H 2.938 -3.320 1.855
*
```